1.
Below is a structure of composition C24H28GeN5Tl, with properties calculated with the ωB97M-V functional and the def2-TZVPD basis.

Structure (XYZ):
```
59
Properties=species:S:1:pos:R:3
Tl -0.051 0.766 -1.773
C 3.725 -0.028 3.788
C 2.466 -0.087 2.962
C 1.391 0.755 3.207
C 0.262 0.715 2.413
C 0.139 -0.157 1.321
N -0.988 -0.205 0.507
C -2.193 -0.411 1.078
C -2.376 -0.750 2.465
C -3.606 -0.895 3.069
C -4.794 -0.730 2.363
C -6.149 -0.944 2.995
C -4.657 -0.470 1.007
C -3.430 -0.344 0.366
N -3.500 -0.194 -1.059
C -4.238 0.721 -1.724
C -4.222 0.363 -3.049
C -3.436 -0.807 -3.077
N -3.003 -1.134 -1.875
C 1.247 -0.972 1.070
C 2.366 -0.947 1.883
N 1.240 -1.926 -0.004
C 1.546 -3.233 0.119
C 1.462 -3.789 -1.134
C 1.091 -2.712 -1.963
N 0.964 -1.599 -1.274
H 3.528 0.384 4.781
H 4.163 -1.022 3.913
H 4.477 0.606 3.306
H 1.442 1.462 4.032
H -0.562 1.390 2.610
H -1.489 -0.879 3.063
H -3.647 -1.142 4.128
H -6.126 -0.722 4.066
H -6.907 -0.304 2.533
H -6.491 -1.981 2.883
H -5.551 -0.404 0.390
H -4.684 1.559 -1.212
H -4.691 0.879 -3.872
H -3.138 -1.401 -3.929
H 3.204 -1.587 1.623
H 1.752 -3.671 1.083
H 1.649 -4.814 -1.410
H 0.902 -2.703 -3.026
C 2.489 3.371 -3.627
Ge 3.032 2.154 -2.082
C 4.901 2.883 -1.826
C 3.430 0.525 -3.188
C 1.864 1.631 -0.705
H 3.299 3.472 -4.368
H 2.209 4.372 -3.275
H 1.614 2.933 -4.124
H 5.366 2.981 -2.817
H 5.512 2.209 -1.215
H 4.895 3.872 -1.348
H 4.016 0.744 -4.093
H 2.479 0.070 -3.496
H 3.967 -0.222 -2.592
H 1.841 2.370 0.113
```

E_HOMO in eV: 1.3
Charge: -2
Kohn-Sham gap in Eh: 0.122

=====

2.
Below is a structure of composition C26H32BN8OPdS2, with properties calculated with the ωB97M-V functional and the def2-TZVPD basis.

Structure (XYZ):
```
71
Properties=species:S:1:pos:R:3
Pd 0.788 -0.007 1.214
C -0.195 -4.280 1.400
C -0.586 -2.942 1.317
N 0.479 -2.152 1.418
N 1.557 -2.942 1.553
C 1.178 -4.228 1.554
B 2.958 -2.320 1.740
N 2.928 -1.343 2.938
C 3.738 -1.289 4.008
C 3.427 -0.163 4.741
C 2.390 0.442 4.026
N 2.101 -0.280 2.949
N 3.318 -1.496 0.474
C 4.412 -1.578 -0.298
C 4.440 -0.490 -1.147
C 3.300 0.241 -0.809
N 2.639 -0.374 0.164
H -0.820 -5.154 1.365
H -1.567 -2.515 1.182
H 1.905 -5.014 1.665
H 3.771 -3.180 1.919
H 4.474 -2.058 4.175
H 3.882 0.174 5.654
H 1.842 1.347 4.232
H 5.098 -2.400 -0.183
H 5.178 -0.253 -1.892
H 2.937 1.172 -1.213
C -1.440 4.057 -0.008
N -2.148 3.019 0.740
C -3.474 2.654 0.239
C -1.522 2.310 1.691
S 0.202 2.360 1.834
N -2.274 1.661 2.588
C -1.715 0.663 3.492
C -3.606 2.128 2.970
H -2.177 4.598 -0.597
H -0.681 3.633 -0.667
H -0.951 4.752 0.671
H -3.443 2.676 -0.849
H -4.250 3.340 0.579
H -3.718 1.640 0.547
H -1.003 0.015 2.986
H -2.534 0.046 3.856
H -1.210 1.133 4.339
H -3.775 3.133 2.595
H -3.648 2.162 4.058
H -4.395 1.465 2.612
O -0.972 -0.062 -0.289
S -0.399 0.719 -1.469
C -1.746 0.869 -2.636
C -1.777 1.967 -3.480
C -2.824 2.088 -4.385
C -3.825 1.128 -4.417
C -3.784 0.039 -3.551
C -2.740 -0.099 -2.652
C 0.563 -0.460 -2.424
C 1.236 -0.006 -3.549
C 2.006 -0.901 -4.271
C 2.106 -2.225 -3.858
C 1.428 -2.658 -2.729
C 0.645 -1.773 -1.999
H -1.001 2.722 -3.434
H -2.862 2.936 -5.055
H -4.644 1.228 -5.116
H -4.568 -0.706 -3.581
H -2.691 -0.936 -1.968
H 1.162 1.029 -3.862
H 2.535 -0.565 -5.153
H 2.717 -2.918 -4.421
H 1.507 -3.688 -2.408
H 0.114 -2.092 -1.113
```

E_HOMO (spin up / spin down) in eV: -10.9 / -11.3
Multiplicity: 3
Charge: +1
Expectation value of S²: 2.006
Kohn-Sham gap (spin up / spin down) in Eh: 0.327 / 0.277

=====

3.
Below is a structure of composition C21H37ClNSSi4Tc, with properties calculated with the ωB97M-V functional and the def2-TZVPD basis.

Structure (XYZ):
```
66
Properties=species:S:1:pos:R:3
Tc 2.004 0.111 -0.430
S 4.451 0.489 -0.734
C 3.842 2.057 -0.270
C 4.560 3.249 -0.280
C 3.907 4.421 0.033
C 2.540 4.400 0.335
C 1.891 3.198 0.345
N 2.530 2.045 0.068
H 5.605 3.224 -0.552
H 4.449 5.358 0.036
H 1.995 5.306 0.557
H 0.846 3.106 0.581
C -0.248 2.583 -2.670
Si -0.854 0.817 -2.494
C -2.672 0.682 -2.851
C 0.113 -0.281 -3.652
Si -0.386 0.309 -0.198
Si -1.635 1.716 1.299
C -3.451 1.594 0.919
C -1.262 3.561 1.260
C -1.250 1.111 3.026
Si -1.778 -1.664 0.167
C -1.402 -2.309 1.890
C -3.634 -1.586 0.001
C -1.199 -2.855 -1.166
H -0.340 2.958 -3.695
H 0.806 2.655 -2.383
H -0.815 3.256 -2.022
H -2.841 0.812 -3.925
H -3.249 1.446 -2.328
H -3.067 -0.296 -2.572
H -0.181 -0.087 -4.688
H -0.061 -1.341 -3.453
H 1.191 -0.096 -3.580
H -3.652 1.771 -0.140
H -3.999 2.344 1.495
H -3.857 0.618 1.171
H -1.105 3.945 0.248
H -0.397 3.829 1.871
H -2.121 4.096 1.675
H -1.742 0.160 3.245
H -1.583 1.841 3.768
H -0.173 0.969 3.158
H -2.245 -2.131 2.562
H -0.522 -1.843 2.330
H -1.224 -3.388 1.856
H -4.113 -1.325 0.944
H -3.977 -2.587 -0.278
H -3.988 -0.889 -0.758
H -0.175 -2.674 -1.474
H -1.832 -2.775 -2.055
H -1.260 -3.889 -0.808
Cl 2.254 -2.029 -1.480
C 2.077 -3.137 -0.103
C 2.055 -4.495 -0.339
C 1.880 -5.326 0.755
C 1.718 -4.776 2.022
C 1.747 -3.403 2.207
C 1.945 -2.539 1.132
C 2.082 -1.051 1.323
H 2.162 -4.887 -1.342
H 1.867 -6.399 0.614
H 1.578 -5.426 2.876
H 1.627 -2.991 3.202
H 3.119 -0.844 1.611
H 1.449 -0.714 2.142
```

Energy above the lowest of the compared OMol25 structures with the same formula, charge and spin in eV: 0.5677
E_HOMO (spin up / spin down) in eV: -10.9 / -10.9
Multiplicity: 4
Charge: +1
Expectation value of S²: 3.796
Kohn-Sham gap (spin up / spin down) in Eh: 0.253 / 0.228

=====

4.
Below is a structure of composition C30H25N9O11P2SSr, with properties calculated with the ωB97M-V functional and the def2-TZVPD basis.

Structure (XYZ):
```
79
Properties=species:S:1:pos:R:3
Sr 0.475 0.753 1.191
O 2.194 2.641 -2.827
C 1.455 2.036 -3.773
C 1.967 1.892 -5.065
C 1.220 1.259 -6.043
C -0.045 0.755 -5.747
C -0.550 0.893 -4.463
C 0.179 1.535 -3.467
C -0.291 1.647 -2.056
O 0.531 2.186 -1.231
N -1.466 1.140 -1.781
N -1.723 1.142 -0.424
C -2.957 1.039 -0.123
C -3.533 1.046 1.213
C -4.917 0.865 1.305
C -5.603 0.912 2.503
C -4.878 1.169 3.668
C -3.515 1.357 3.617
C -2.779 1.288 2.402
O -1.498 1.421 2.411
H 1.588 2.607 -2.001
H 2.955 2.286 -5.273
H 1.629 1.151 -7.042
H -0.625 0.252 -6.511
H -1.523 0.503 -4.194
H -3.678 0.966 -0.946
H -5.465 0.685 0.384
H -6.675 0.760 2.533
H -5.389 1.223 4.624
H -2.951 1.560 4.521
S -3.499 -6.815 0.213
N -3.336 -5.852 1.510
C -2.650 -4.795 1.120
C -2.271 -3.674 1.953
C -2.573 -3.594 3.313
C -2.159 -2.490 4.018
C -1.477 -1.479 3.340
N -1.203 -1.538 2.051
C -1.563 -2.619 1.361
C -1.166 -2.669 -0.060
N -0.444 -1.647 -0.531
C -0.056 -1.675 -1.792
C -0.369 -2.716 -2.669
C -1.112 -3.768 -2.200
C -1.523 -3.759 -0.865
C -2.287 -4.833 -0.267
N -2.710 -5.919 -0.887
H -3.119 -4.401 3.783
H -2.359 -2.390 5.076
H -1.144 -0.587 3.858
H 0.543 -0.843 -2.131
H -0.013 -2.679 -3.690
H -1.380 -4.608 -2.829
O -0.071 2.682 4.278
P 1.441 2.447 3.836
O 2.361 3.298 4.608
O 1.517 2.510 2.299
O 1.630 0.880 4.174
P 2.533 -0.266 3.456
O 3.706 0.587 2.731
O 3.193 -1.121 4.458
O 1.621 -0.877 2.412
H -0.697 2.245 3.639
H 3.452 1.456 2.411
C 5.290 2.677 -1.848
N 4.665 1.497 -1.288
C 4.579 0.273 -2.045
C 3.337 -0.391 -1.433
O 2.963 -1.504 -1.732
N 2.749 0.495 -0.574
C 3.516 1.577 -0.544
N 3.238 2.715 0.098
H 6.134 2.363 -2.457
H 5.684 3.319 -1.058
H 4.590 3.248 -2.466
H 5.459 -0.360 -1.931
H 4.393 0.462 -3.107
H 2.480 2.781 0.792
H 3.976 3.387 0.213
```

Energy above the lowest of the compared OMol25 structures with the same formula, charge and spin in eV: 1.1773
E_HOMO in eV: -2.5
Charge: -2
Kohn-Sham gap in Eh: 0.218